(1)
Density functional theory data (wB97M-V/def2-TZVPD) for the molecule C11H14O2 at a distorted geometry.

Calculated values
* orbital gap: 9.316 eV
* F_max: 0.0804 Eh/bohr
* LUMO level: 0.882 eV
* energy above the lowest of the compared OMol25 structures with the same formula, charge and spin: 101.29 kcal per mole
* SMILES: C/C=C\c1ccc(OC)c(OC)c1
* total energy: -15724.9754 eV

Geometry as XYZ:
```
27
Properties=species:S:1:pos:R:3:forces:R:3
C -3.338348 -2.068330 -1.128341 -0.751 -2.225 -0.123
C -1.588401 -0.689778 -0.286135 -0.136 -0.424 -0.572
C -1.212080 0.057506 -1.393141 -0.023 0.823 -1.787
C 0.107054 0.450229 -1.546305 1.920 0.829 1.200
C 1.110338 0.089964 -0.515991 -1.267 1.437 -3.300
C 2.554219 0.279001 -0.570565 1.561 2.886 -0.460
C 3.238279 1.488664 -0.430678 -0.815 -3.112 -2.594
C 2.825663 2.849621 -0.092358 -1.303 2.218 1.152
C 0.709485 -0.692679 0.470071 0.605 -1.112 1.398
C -0.599848 -0.992650 0.633796 -2.066 -2.083 2.352
C -1.101443 -0.662867 2.924617 -0.286 -0.065 0.779
H -2.831481 -3.102312 -1.115182 -0.642 1.293 0.862
H -3.189088 -1.839872 -2.167335 0.080 1.062 -0.566
H -4.448283 -2.166471 -0.955032 1.269 -0.082 -0.129
H -1.960007 0.344487 -2.212265 1.054 -0.549 1.461
H 0.410503 1.117487 -2.383109 -0.234 -0.732 0.643
H 3.089050 -0.670530 -0.769635 0.094 0.953 -0.269
H 4.113005 1.482555 -1.083092 0.856 -0.283 1.152
H 1.974032 3.306074 -0.612349 0.357 -0.321 -1.264
H 2.249864 2.955591 0.850427 1.106 -0.492 0.417
H 3.664600 3.610179 -0.120565 -0.957 -1.082 0.177
H 1.517120 -1.149875 1.049009 -0.786 0.146 0.556
H -1.404556 -1.214239 3.874470 0.165 0.438 -1.528
H -0.182172 -0.036967 3.278653 -1.054 -1.374 -1.376
H -1.917935 0.113323 2.661467 1.198 -1.529 0.083
O -2.884270 -1.138707 -0.186367 0.344 0.340 0.775
O -0.905300 -1.719405 1.825935 -0.289 3.041 0.957
```
Positions in Å, forces in eV/Å.

Charge distribution, natural (NBO) scheme, values in e: -0.247 0.210 -0.249 -0.204 -0.070 -0.195 -0.186 -0.691 -0.264 0.319 -0.288 0.172 0.169 0.199 0.230 0.220 0.213 0.204 0.235 0.233 0.226 0.230 0.202 0.186 0.192 -0.509 -0.535

---

(2)
Density functional theory data (wB97M-V/def2-TZVPD) for a structure of composition C8H8I2N5O4W at a distorted geometry.

Calculated values
* total charge: +3
* orbital gap (spin up / spin down): 6.699 / 6.687 eV
* F_max: 0.0885 Eh/bohr
* LUMO level (spin up / spin down): -14.464 / -14.472 eV
* energy above the lowest of the compared OMol25 structures with the same formula, charge and spin: 39.86 kcal per mole
* total energy: -42055.6779 eV

Geometry as XYZ:
```
28
Properties=species:S:1:pos:R:3:forces:R:3
W 7.976823 7.193701 6.078874 -0.382 0.735 1.215
N 9.516132 8.378817 4.905003 -0.328 1.467 1.470
C 10.562152 9.172908 5.654335 -0.650 -0.513 0.386
C 9.966071 9.526177 7.003120 0.484 -0.497 0.390
O 10.262557 10.302269 7.834554 -0.384 -0.341 -0.683
N 8.957234 8.429114 7.316213 -0.167 -0.866 -1.720
C 8.517290 8.292871 8.681705 0.740 2.003 1.447
C 7.498577 7.271068 8.302891 -0.045 -1.158 0.404
O 7.967972 6.115131 8.147094 -0.026 0.128 -1.141
O 6.523212 7.591214 7.473185 0.883 0.894 0.425
H 9.999262 7.800561 4.271967 0.540 -0.924 -1.392
H 8.887917 9.004395 4.377651 0.812 -0.189 -0.083
H 10.946569 10.029042 5.107507 -0.172 0.121 -0.121
H 11.391883 8.491019 5.882953 -0.009 0.191 -0.106
H 8.170852 9.277126 9.083392 -0.066 -0.654 -0.300
H 9.410213 8.001345 9.326181 -1.345 -0.265 -0.538
I 5.752154 5.232298 5.745657 0.283 -0.338 -0.048
C 7.191212 3.787336 5.153267 0.569 1.589 -1.589
I 9.147842 4.875282 5.094804 -0.301 -0.759 0.195
H 7.078590 3.347165 4.163652 -0.214 0.319 -0.051
H 7.290747 3.073775 5.893428 0.312 -1.366 1.659
O 7.365087 7.328976 4.117643 1.510 -0.615 -0.070
N 6.895154 8.320661 4.847011 -4.070 1.726 -1.073
C 5.736494 8.924383 4.492164 1.183 -1.818 -0.766
C 5.063960 9.705676 5.422209 -1.102 2.332 1.524
N 4.493502 10.458416 6.108061 0.842 -1.261 -0.876
C 5.098908 8.633467 3.201909 1.023 -0.212 1.421
N 4.564708 8.138171 2.307946 0.081 0.269 0.022
```
Positions in Å, forces in eV/Å.

Charge distribution, natural (NBO) scheme, values in e: 1.571 -0.752 -0.340 0.684 -0.330 -0.518 -0.360 0.755 -0.469 -0.576 0.436 0.438 0.310 0.281 0.324 0.334 0.673 -0.563 0.610 0.289 0.253 -0.414 -0.203 0.236 0.109 0.053 0.150 0.016

---

(3)
Density functional theory data (wB97M-V/def2-TZVPD) for a cluster of 4 separate species, C8H24O8 in total at a distorted geometry.

Calculated values
* orbital gap: 10.421 eV
* F_max: 0.0404 Eh/bohr
* LUMO level: 0.370 eV
* energy above the lowest of the compared OMol25 structures with the same formula, charge and spin: 20.59 kcal per mole
* SMILES: OCCO.OCCO.OCCO.OCCO
* total energy: -25062.6132 eV

Geometry as XYZ:
```
40
Properties=species:S:1:pos:R:3:forces:R:3
C 5.213254 7.983133 -2.385586 0.547 0.205 1.623
C 6.512336 7.951848 -3.163214 -0.429 1.513 -1.356
O 6.426162 6.918687 -4.145378 -0.146 -0.608 0.286
O 4.937223 6.692015 -1.848503 -0.107 0.283 -0.710
H 4.376042 8.497300 -2.872029 -0.029 -0.778 -0.734
H 5.334798 8.639901 -1.513841 0.374 -0.131 -0.006
H 7.422058 7.926811 -2.562027 -0.175 -0.640 0.270
H 6.579843 8.892075 -3.728530 -0.024 0.154 0.276
H 7.012026 7.105192 -4.880313 0.130 0.059 0.046
H 5.190218 6.079767 -2.554318 -0.251 -0.150 0.230
C 0.581358 9.389014 -8.806661 0.401 -0.810 -0.193
C 0.028974 8.190774 -8.067773 -0.734 -1.064 0.059
O 0.778289 7.005323 -8.386177 0.093 0.364 0.072
O 1.782062 9.844779 -8.209989 -0.015 0.502 0.162
H -0.145903 10.194094 -8.889959 0.136 0.185 0.488
H 0.799923 9.093630 -9.840663 -0.183 -0.191 0.014
H -1.018569 7.990839 -8.329395 0.002 0.326 -0.287
H 0.022504 8.271651 -6.975877 0.218 0.702 -0.016
H 0.278237 6.268859 -7.992131 0.201 0.315 -0.198
H 2.390969 9.101036 -8.165981 -0.070 -0.067 -0.066
C -2.615271 4.129153 -6.734801 0.571 -0.461 1.363
C -1.428083 3.618515 -7.538726 -0.963 -0.074 -0.110
O -0.525881 4.677944 -7.826174 0.094 -0.590 -0.047
O -3.560458 3.097384 -6.516803 -0.573 -0.079 -0.606
H -3.158864 4.973843 -7.148443 0.159 -0.043 -0.308
H -2.215861 4.401799 -5.748958 -0.034 0.529 -0.144
H -1.815741 3.149572 -8.448030 0.172 0.077 -0.132
H -0.971247 2.836960 -6.923743 0.287 0.025 -0.086
H 0.218684 4.273556 -8.289246 -0.006 0.186 -0.013
H -3.193988 2.354836 -6.030368 0.274 0.156 0.074
C 1.291361 5.395189 -4.894873 0.371 -1.312 -0.492
C 2.681311 5.927989 -5.177545 0.293 0.855 0.335
O 3.687528 4.926046 -5.001022 -0.666 -0.609 -0.263
O 1.201368 4.801654 -3.608938 0.090 0.250 -0.119
H 1.069005 4.622770 -5.649568 0.145 0.007 -0.004
H 0.497635 6.123955 -5.060276 0.269 0.354 0.461
H 2.948136 6.711563 -4.464314 -0.404 0.348 -0.063
H 2.679742 6.337599 -6.191142 0.121 -0.003 -0.087
H 4.551395 5.345870 -5.016328 0.014 0.167 0.056
H 2.007307 4.269263 -3.544949 -0.152 0.046 0.225
```
Positions in Å, forces in eV/Å.

Charge distribution, natural (NBO) scheme, values in e: -0.093 -0.093 -0.760 -0.706 0.170 0.183 0.176 0.167 0.484 0.473 -0.088 -0.095 -0.766 -0.719 0.187 0.171 0.164 0.168 0.494 0.470 -0.074 -0.082 -0.744 -0.718 0.189 0.163 0.172 0.158 0.486 0.468 -0.085 -0.097 -0.751 -0.716 0.153 0.188 0.167 0.174 0.486 0.476

---

(4)
Density functional theory data (wB97M-V/def2-TZVPD) for a cluster of 3 separate species, C29H45BF16N3O5 in total at a distorted geometry.

Calculated values
* total charge: -1
* orbital gap: 5.879 eV
* F_max: 0.0263 Eh/bohr
* LUMO level: 1.635 eV
* energy above the lowest of the compared OMol25 structures with the same formula, charge and spin: 0.00 kcal per mole
* total energy: -89670.5430 eV

Geometry as XYZ:
```
99
Properties=species:S:1:pos:R:3:forces:R:3
N 3.286150 3.594984 3.497248 0.291 0.093 0.224
C 3.408142 5.050743 3.371888 -0.506 -0.619 -0.162
C 2.711606 5.686030 2.146580 1.000 0.448 -0.536
O 1.823651 4.763120 1.557221 -0.600 0.085 0.408
O 3.681351 6.045160 1.185757 0.151 0.056 0.489
B 3.152051 7.209730 0.444571 -0.687 -0.272 -1.131
N 2.297538 6.650230 -0.779943 -0.067 -0.172 0.673
O 2.160783 7.852541 1.357126 -0.016 -0.221 0.050
C 2.153817 7.075488 2.515951 0.292 0.254 0.543
C 0.847296 7.200370 3.285101 -0.319 0.041 -0.259
C -0.418762 6.712444 2.549423 -0.113 0.426 -0.009
C -1.434443 6.090245 3.508448 0.016 -0.066 -0.107
C -2.783699 5.620982 2.892696 0.143 -0.054 -0.007
C -2.990648 5.883117 1.393256 -0.406 -0.150 0.045
C -4.481196 5.900373 0.973462 0.255 0.150 -0.355
C -5.014761 4.684232 0.213549 -0.452 -0.001 0.189
C -5.420484 3.480849 1.097729 -0.123 -0.264 -0.425
C -4.576808 2.195168 0.940382 0.064 -0.151 0.224
C -3.829061 1.715239 2.213757 0.397 0.082 -0.562
C -2.313947 1.502661 2.001524 0.118 -0.286 -0.031
C -2.039008 0.017766 1.736494 -0.106 0.124 -0.012
N -0.644940 -0.305998 1.502997 -0.006 -0.087 0.004
C 0.024878 -0.146622 0.318938 0.328 -0.111 -0.089
C 1.316913 -0.580215 0.493488 0.067 -0.160 0.173
C 1.435429 -1.029945 1.840008 -0.007 0.130 -0.139
C 0.212004 -0.839250 2.433640 0.226 -0.035 -0.130
H 3.722830 3.168201 2.688705 -0.162 -0.027 -0.058
H 2.307314 3.336833 3.465538 0.015 0.017 -0.182
H 3.000056 5.494300 4.286543 0.121 0.011 -0.033
H 4.467575 5.291854 3.290100 -0.081 0.169 0.096
H 1.540564 5.208824 0.736699 0.267 -0.025 -0.254
H 4.034494 7.970759 0.040742 0.114 0.007 0.281
H 1.748781 7.378149 -1.222266 0.106 0.022 -0.098
H 2.877992 6.204511 -1.480705 -0.002 0.124 -0.092
H 2.946829 7.450388 3.201242 -0.155 0.058 0.015
H 0.938221 6.735239 4.276951 0.043 -0.146 -0.191
H 0.713918 8.274569 3.469977 0.101 -0.122 0.130
H -0.871326 7.597137 2.085965 0.054 -0.159 -0.058
H -0.173982 6.035362 1.730908 0.029 -0.037 0.194
H -0.947315 5.247914 4.014518 -0.072 0.082 -0.014
H -1.658264 6.834303 4.283083 0.098 -0.114 0.023
H -3.595857 6.112194 3.439883 0.005 -0.053 -0.058
H -2.907022 4.542915 3.066852 -0.040 0.156 0.034
H -2.464450 5.116893 0.810712 0.052 0.198 0.012
H -2.572475 6.848830 1.108369 0.138 -0.127 0.112
H -5.122498 6.068871 1.846767 0.062 0.015 -0.035
H -4.628892 6.769775 0.320113 -0.010 -0.078 0.108
H -4.329633 4.366286 -0.581554 0.056 0.085 0.177
H -5.924228 5.018911 -0.301829 0.138 -0.041 -0.026
H -5.470565 3.783780 2.148258 0.085 -0.013 -0.066
H -6.442457 3.208910 0.810065 0.037 0.116 0.199
H -5.245548 1.386371 0.625691 0.103 0.099 -0.066
H -3.855701 2.318055 0.123522 -0.079 0.061 0.101
H -4.242690 0.737930 2.482097 -0.111 0.216 0.404
H -3.985590 2.421611 3.031510 -0.107 -0.147 -0.017
H -1.723949 1.804235 2.873654 -0.118 0.030 -0.080
H -1.938526 2.073280 1.145158 -0.080 0.109 0.178
H -2.376546 -0.562006 2.599962 0.056 -0.025 -0.079
H -2.623481 -0.319737 0.872157 0.051 0.031 0.075
H -0.425409 0.254663 -0.579170 -0.182 0.024 0.278
H 2.108080 -0.565551 -0.244144 -0.130 0.072 0.049
H 2.327072 -1.418536 2.313851 -0.173 0.061 -0.030
H -0.089340 -1.040733 3.451807 -0.152 0.077 -0.162
C 0.909447 -3.031711 -2.541618 0.007 0.060 0.585
C 0.097454 -2.380085 -3.669649 0.259 0.017 -0.137
C -1.023540 -3.205812 -4.307044 -0.117 0.070 0.029
F -0.527131 -4.299809 -4.921096 0.045 -0.039 -0.010
F -1.646019 -2.449846 -5.239203 0.005 -0.019 0.000
F 0.922717 -1.918927 -4.632568 -0.036 -0.028 0.018
F -0.532382 -1.307134 -3.110839 -0.054 -0.021 0.049
O 2.176744 -3.564483 -2.894840 -0.066 0.048 -0.531
C 2.339482 -4.842265 -3.324098 0.010 0.166 0.226
C 2.970765 -4.897058 -4.719489 0.084 0.009 -0.018
F 2.167366 -4.307651 -5.620765 -0.039 -0.030 -0.010
F 3.120396 -6.200896 -5.068309 0.018 -0.010 -0.018
F 1.207230 -5.562789 -3.283808 -0.018 0.041 -0.021
F 3.225101 -5.452053 -2.487633 -0.003 -0.104 0.058
H 1.145600 -2.218901 -1.857266 -0.004 0.035 0.007
H 0.313343 -3.745184 -1.971917 -0.068 -0.080 -0.180
H -1.755098 -3.510202 -3.554073 0.017 -0.023 0.002
H 3.944565 -4.405184 -4.715574 0.003 -0.010 0.000
C 1.151192 -9.566766 -3.489709 0.027 0.167 -0.490
C 0.750993 -8.922452 -2.153224 -0.088 -0.292 0.001
C 1.875485 -8.456646 -1.226025 -0.015 0.137 0.024
F 2.613863 -9.507167 -0.813625 0.029 -0.054 -0.003
F 1.321313 -7.877095 -0.136595 0.017 -0.011 -0.007
F -0.092322 -9.733971 -1.478213 0.039 0.040 -0.023
F 0.066839 -7.791199 -2.483837 -0.087 -0.002 0.041
O 1.118380 -10.981395 -3.554954 -0.097 -0.037 0.482
C 2.200650 -11.754296 -3.250476 -0.041 0.073 -0.219
C 1.886284 -12.720376 -2.101595 -0.029 -0.055 0.018
F 1.576118 -12.035144 -0.985823 0.027 0.009 0.011
F 2.982078 -13.472704 -1.852729 0.001 -0.017 0.013
F 3.301732 -11.030458 -2.995170 0.020 0.043 0.060
F 2.470859 -12.526426 -4.331545 0.061 -0.010 -0.057
H 0.376611 -9.250941 -4.186644 -0.010 -0.017 0.014
H 2.092701 -9.161018 -3.861535 0.066 -0.017 0.177
H 2.517608 -7.728505 -1.726037 0.014 -0.007 -0.011
H 1.051742 -13.368183 -2.375498 0.002 -0.001 -0.012
```
Positions in Å, forces in eV/Å.

Charge distribution, Löwdin scheme, values in e: -0.003 -0.177 -0.513 -0.001 0.006 -0.783 0.055 -0.012 -0.325 -0.123 -0.202 -0.197 -0.192 -0.195 -0.213 -0.212 -0.194 -0.193 -0.195 -0.178 -0.164 -0.125 -0.103 -0.113 -0.100 -0.102 0.061 0.050 0.104 0.119 0.071 0.079 0.018 0.020 0.148 0.107 0.115 0.107 0.103 0.104 0.104 0.097 0.087 0.114 0.097 0.101 0.101 0.106 0.097 0.101 0.096 0.098 0.099 0.097 0.092 0.116 0.110 0.122 0.129 0.117 0.091 0.090 0.114 -0.025 -0.440 -0.306 0.093 0.098 0.139 0.103 0.062 -0.548 -0.281 0.109 0.085 0.141 0.127 0.127 0.152 0.173 0.177 -0.033 -0.440 -0.303 0.097 0.101 0.136 0.095 0.051 -0.552 -0.289 0.104 0.097 0.157 0.138 0.150 0.147 0.157 0.174